No. 1
# H2N2O2

A cluster of 2 separate species, H2N2O2 in total at a distorted geometry (ωB97M-V/def2-TZVPD, the Open Molecules 2025 dataset).

DFT total energy	-7101.4538	eV
orbital gap (alpha / beta)	8.74 / 8.75	eV
largest force on an atom	6.7	eV Å⁻¹

Geometry as XYZ:
```
6
Properties=species:S:1:pos:R:3:lowdin_charge:R:1
O -2.33 0.66 1.29 -0.0840
O 0.21 1.00 2.22 0.1316
N 0.08 0.66 0.03 0.1504
N -0.24 0.83 1.16 -0.2629
H -2.45 0.03 0.68 -0.0885
H 1.14 0.85 -0.07 0.1534
```

***

No. 2
# C18H21N3O3S2

An isolated molecule of C18H21N3O3S2 (ωB97M-V/def2-TZVPD, the Open Molecules 2025 dataset).

SMILES	CSCC[C@@H](NC(=O)c1cccc(C)c1)C(=O)Nc1sccc1C(N)=O
DFT total energy	-51292.4586	eV
orbital gap	9.01	eV
largest force on an atom	0.7	eV Å⁻¹

Geometry as XYZ:
```
47
Properties=species:S:1:pos:R:3:lowdin_charge:R:1
S 4.31 -1.15 -0.32 1.1308
S -2.79 -4.31 1.10 0.7896
O 1.64 2.42 0.47 0.0194
O 2.04 -2.33 -0.59 0.0052
O -2.00 -0.02 -2.06 0.0831
N -0.85 -0.22 -0.12 0.0999
N 3.49 3.67 0.66 0.1839
N 1.81 -0.14 -0.18 0.1159
C -2.43 1.58 -0.34 -0.1309
C 1.31 -1.37 -0.44 -0.4188
C -0.21 -1.45 -0.51 -0.2177
C 2.87 2.49 0.45 -0.4731
C 5.14 1.24 0.22 -0.1439
C 3.72 1.33 0.20 -0.1775
C -5.92 3.06 -0.43 -0.0491
C -3.77 1.78 -0.64 0.0216
C -0.70 -2.65 0.32 -0.1998
C -3.79 3.75 0.71 -0.0434
C -4.47 2.87 -0.12 -0.2675
C -2.44 3.56 1.00 -0.0666
C 5.59 -0.01 -0.03 -0.3903
C 3.15 0.10 -0.09 -0.4363
C -2.16 -2.95 0.06 -0.5014
C -2.02 -5.72 0.26 -0.4088
C -1.76 0.39 -0.94 -0.4359
C -1.76 2.48 0.48 -0.0295
H -0.48 -1.61 -1.56 0.1649
H 5.79 2.07 0.43 0.1002
H -6.19 4.11 -0.37 0.0761
H 6.60 -0.34 -0.07 0.0608
H -2.41 -6.61 0.74 0.0254
H -2.30 -5.71 -0.79 0.0343
H 2.93 4.49 0.81 0.1161
H -0.07 -3.51 0.06 0.1070
H -0.94 -5.68 0.38 0.0262
H -6.16 2.68 -1.42 0.0788
H -4.27 1.08 -1.30 0.1258
H -1.93 4.27 1.62 0.1048
H -0.70 2.37 0.68 0.0833
H -2.33 -3.21 -0.99 0.0859
H 4.49 3.76 0.61 0.0928
H -0.55 -2.44 1.38 0.1219
H -2.79 -2.09 0.31 0.0693
H -6.53 2.51 0.30 0.0854
H -0.80 0.06 0.85 0.1537
H 1.23 0.70 -0.05 0.1174
H -4.31 4.60 1.12 0.1107
```

***

No. 3
# CH2FNO2

A cluster of 2 separate species, CH2FNO2 in total at a distorted geometry (ωB97M-V/def2-TZVPD, the Open Molecules 2025 dataset).

DFT total energy	-9365.6611	eV
orbital gap (alpha / beta)	8.20 / 9.60	eV
largest force on an atom	4.9	eV Å⁻¹

Geometry as XYZ:
```
7
Properties=species:S:1:pos:R:3:lowdin_charge:R:1
F 1.27 0.90 0.57 -0.0159
O 1.46 -2.93 0.21 0.1360
O 1.86 -2.04 -1.79 0.1258
N 1.68 -2.20 -0.66 -0.2797
C 0.28 0.42 -0.11 -0.0690
H 0.15 0.76 -1.06 0.0204
H -0.55 0.00 0.52 0.0824
```

***

No. 4
# C5H14N4

A cluster of 2 separate species, C5H14N4 in total at a distorted geometry (ωB97M-V/def2-TZVPD, the Open Molecules 2025 dataset).

DFT total energy	-11368.3921	eV
orbital gap	7.18	eV
largest force on an atom	1.8	eV Å⁻¹

Geometry as XYZ:
```
23
Properties=species:S:1:pos:R:3:lowdin_charge:R:1
N 0.69 1.03 0.62 0.1034
N 0.28 -1.36 0.81 -0.2258
N -0.01 0.28 -1.88 0.0605
N 0.59 2.77 -1.04 0.0325
C -0.02 1.74 -0.54 -0.5692
C -0.87 -1.53 0.02 -0.1805
C 0.86 -0.22 1.12 -0.1035
C 0.85 -2.58 1.40 -0.0469
C -1.49 1.92 -0.25 -0.0574
H 1.03 -3.30 0.60 0.0930
H 1.59 2.63 -1.13 0.0176
H -0.55 -0.59 -1.40 0.0450
H -1.79 -1.22 0.52 0.0387
H -2.01 0.97 -0.11 0.0486
H 0.14 -3.00 2.11 0.0938
H 0.98 0.33 -2.07 0.0632
H 1.61 -0.28 1.90 0.1358
H -1.96 2.46 -1.06 0.0768
H 1.79 -2.37 1.91 0.0785
H 1.41 1.66 0.94 0.1200
H -0.52 0.65 -2.68 0.0659
H -0.98 -2.50 -0.44 0.0312
H -1.60 2.50 0.67 0.0787
```

***

No. 5
# C24H28N8NdO2PS2

A structure of composition C24H28N8NdO2PS2 at a distorted geometry (ωB97M-V/def2-TZVPD, the Open Molecules 2025 dataset).

DFT total energy	-87598.8992	eV
orbital gap (alpha / beta)	6.94 / 6.94	eV
multiplicity	4
expectation value of S²	3.753
largest force on an atom	2.2	eV Å⁻¹

Geometry as XYZ:
```
66
Properties=species:S:1:pos:R:3:lowdin_charge:R:1
Nd -0.43 0.21 0.02 1.4736
S 0.98 2.34 1.11 0.4985
S 0.69 -0.34 2.54 0.4841
P 2.87 -0.31 -3.02 1.0898
O -0.71 -0.61 -2.14 -0.1850
O 0.73 -1.56 -0.78 -0.1680
N -4.74 -3.72 3.75 0.1776
N 3.67 -0.19 4.73 0.1480
N -2.42 1.52 -1.28 -0.0505
N 4.06 3.58 2.49 0.1421
N -2.06 1.41 2.04 -0.0762
N -2.21 -1.42 0.72 0.0761
N -3.26 -3.16 2.13 0.1343
N -4.62 -1.50 3.12 0.2014
C 3.22 0.54 3.96 -0.2774
C 3.45 2.64 2.72 -0.2676
C 3.68 -1.03 -1.56 -0.3949
C 3.18 2.16 -1.80 -0.1110
C -2.74 -2.21 1.38 -0.3002
C -4.45 2.39 -0.16 -0.2031
C 5.16 -2.78 -0.79 -0.0874
C 2.85 3.46 -1.48 -0.0919
C 2.68 1.45 2.98 -0.4080
C 1.52 1.17 2.30 -1.1561
C 3.50 -0.63 -0.24 -0.0956
C 4.54 -2.10 -1.82 -0.1221
C 2.26 1.31 -2.43 -0.3982
C 1.60 3.98 -1.81 -0.1089
C -3.14 2.73 -0.84 -0.2557
C 0.69 3.16 -2.46 -0.1115
C -4.35 1.47 1.05 -0.2195
C 1.01 1.84 -2.76 -0.1380
C -3.40 1.99 2.14 -0.2575
C 1.35 -1.40 -3.09 -0.2466
C -4.19 -2.77 2.98 -0.4863
C 0.39 -1.23 -1.97 -0.7224
C 4.96 -2.38 0.53 -0.0699
C 4.13 -1.30 0.80 -0.0487
H -5.34 -3.49 4.52 0.1125
H -3.07 0.82 -1.64 0.0913
H -3.83 1.84 3.14 0.1073
H 0.84 -1.25 -4.05 0.0862
H -3.99 0.49 0.72 0.0718
H -1.82 1.74 -2.08 0.0521
H -4.91 3.34 0.15 0.1178
H -2.48 3.28 -0.17 0.1087
H -1.95 0.61 2.67 0.0226
H 1.77 -2.41 -3.06 0.0951
H -3.30 3.08 2.03 0.1164
H -4.28 -0.79 2.50 0.0723
H 4.72 -2.41 -2.85 0.0934
H -5.35 1.33 1.46 0.1064
H -1.34 2.07 2.32 0.0143
H 2.85 0.21 0.01 0.0684
H 5.81 -3.62 -1.01 0.1000
H 1.35 4.99 -1.56 0.1090
H 3.96 -0.98 1.82 0.0889
H 3.57 4.07 -0.95 0.1134
H 5.45 -2.90 1.34 0.1058
H -0.28 3.56 -2.75 0.1006
H 0.29 1.23 -3.30 0.0938
H -5.13 1.96 -0.90 0.1145
H -3.35 3.38 -1.69 0.1163
H -5.40 -1.28 3.71 0.1189
H 4.16 1.78 -1.53 0.1138
H -4.35 -4.64 3.69 0.1212
```

***

No. 6
# C5H8O

An isolated molecule of C5H8O (ωB97M-V/def2-TZVPD, the Open Molecules 2025 dataset).

DFT total energy	-7357.9539	eV
orbital gap	9.27	eV
largest force on an atom	0.9	eV Å⁻¹

Geometry as XYZ:
```
14
Properties=species:S:1:pos:R:3:lowdin_charge:R:1
O 1.71 -0.46 0.06 -0.0903
C 1.44 -0.95 1.23 0.0727
C 0.86 0.60 -0.36 -0.2853
C -0.58 0.42 -0.67 -0.2741
C -1.27 -0.91 -0.50 -0.0638
C -0.16 1.20 0.55 -0.0757
H -0.35 0.74 1.52 0.0959
H -0.92 -1.44 0.39 0.0599
H -0.90 1.00 -1.54 0.1312
H -2.35 -0.75 -0.40 0.0795
H -1.11 -1.55 -1.38 0.0794
H -0.23 2.29 0.54 0.1024
H 1.48 1.27 -0.94 0.1483
H 2.39 -1.45 1.49 0.0198
```

***

- Among the records above, which one has the highest largest force on an atom?
  H2N2O2

***

- Among the records above, which one has the highest DFT total energy?
  H2N2O2

***

- Look up the largest force on an atom of the first one.
  6.7 eV Å⁻¹